[1]
Molecular formula: C3H24NO9
Method: DFT, ωB97M-V/def2-TZVPD

Each line ends with the natural charge from an NBO analysis.
Atoms and positions in Å:
O: -1.43463 -1.36457 -1.08290  -0.51
C: -0.31882 -1.30466 -0.60717  0.42
C: 0.00184 -0.15189 0.49402  -0.17
C: 0.86204 1.00786 -0.07325  -0.68
N: -1.34685 0.36791 0.94667  -0.72
H: 0.25673 -2.18567 -0.69728  0.16
H: 0.59589 -0.66353 1.38028  0.29
H: 1.67831 1.09942 0.69975  0.24
H: 0.29875 2.06133 -0.20333  0.26
H: 1.38280 0.73721 -1.05864  0.24
H: -1.93561 -0.43676 0.94944  0.47
H: -1.77867 1.11012 0.32849  0.45
H: -1.16201 0.88576 1.82003  0.47
H: 2.86507 -0.17524 -2.47541  0.50
H: 3.80694 -1.32044 -2.20742  0.49
O: 3.30254 -0.62059 -1.78608  -0.98
H: -1.75638 3.99104 1.04627  0.49
H: -2.01578 3.31176 -0.19756  0.49
O: -1.28657 3.35312 0.45064  -0.96
H: -3.22080 -2.54558 2.50401  0.50
H: -1.73173 -2.41913 1.73854  0.51
O: -2.70454 -2.20036 1.81924  -1.00
H: 0.30237 -3.72789 1.10248  0.47
H: 1.36168 -2.70577 1.22381  0.51
O: 0.39784 -2.93618 1.50505  -0.99
H: 0.19103 1.42494 4.10544  0.49
H: -0.06906 2.53003 3.23018  0.48
O: -0.40689 1.63064 3.41556  -0.95
H: 1.49155 0.59202 -4.28514  0.48
H: 1.04489 -0.88141 -4.38277  0.49
O: 1.73566 -0.30942 -4.08324  -0.96
H: -3.78003 1.74804 -2.41657  0.49
H: -2.71664 2.69457 -2.83710  0.48
O: -2.79967 1.92087 -2.15882  -0.96
H: 2.60528 -1.40737 -0.12411  0.51
H: 3.60140 -1.49879 1.10441  0.51
O: 2.68205 -1.61139 0.81250  -1.00

Its largest force on an atom is 4.8 eV/A. The value obtained for the LUMO energy is -2.53 eV. The orbital gap comes out at 10.5664 eV. The charge is +1.



[2]
Molecular formula: C3H26O9
Method: DFT, ωB97M-V/def2-TZVPD

Each line ends with the natural charge from an NBO analysis.
Atoms and positions in Å:
O: 0.35359 1.16312 0.91291  -0.84
H: -0.46426 1.35674 1.45632  0.57
H: 0.63360 1.93320 0.36561  0.57
H: 0.19964 0.28526 0.40609  0.57
O: -2.71790 -0.53395 -1.13961  -0.79
H: -3.05443 -1.02717 -1.92189  0.56
H: -2.85259 0.41084 -1.33970  0.54
H: -1.70811 -0.73226 -1.00846  0.56
O: 1.92963 -0.81879 -2.29884  -0.81
H: 2.45696 -0.04523 -1.91962  0.57
H: 1.66902 -0.67943 -3.22418  0.55
H: 1.13029 -0.96855 -1.68140  0.56
C: -0.89318 -2.50520 1.30908  -0.64
C: -0.26722 -2.36136 -0.09868  0.09
C: -0.96740 -3.27560 -1.14913  -0.63
O: -0.11807 -1.03520 -0.56830  -0.99
H: -1.82925 -1.94270 1.33358  0.19
H: -0.20076 -2.17037 2.07840  0.23
H: -1.09984 -3.55900 1.48366  0.24
H: 0.74704 -2.78065 -0.11720  0.17
H: -0.25182 -3.68580 -1.85995  0.23
H: -1.78719 -2.75250 -1.64783  0.14
H: -1.39316 -4.14845 -0.65372  0.24
O: 0.09178 3.38574 -0.88320  -0.97
H: -0.72409 3.07394 -1.28424  0.47
H: 0.15993 4.30989 -1.16167  0.51
O: 2.94653 2.46047 1.04112  -0.97
H: 2.71741 1.94397 1.82452  0.49
H: 2.70940 3.36907 1.26846  0.49
O: -2.16569 1.87863 1.42239  -0.97
H: -2.87088 2.11951 2.04120  0.52
H: -2.34988 2.39920 0.63456  0.48
O: 3.24332 1.41653 -1.79645  -0.99
H: 3.14623 2.11318 -1.13037  0.52
H: 3.83401 1.78711 -2.46565  0.51
O: 0.05892 0.10546 3.64028  -0.97
H: 0.53236 -0.55902 4.15515  0.49
H: -0.84395 0.06938 3.97675  0.48

Its largest force on an atom is 2.3 eV/A. The value obtained for the LUMO energy is -6.98 eV. The orbital gap comes out at 9.1361 eV. The charge is +2.



[3]
Molecular formula: C3H28N2O9
Method: DFT, ωB97M-V/def2-TZVPD

Each line ends with the Mulliken spin population.
Atoms and positions in Å:
C: -0.83245 2.56192 2.54515  -0.01
C: -0.19093 2.45188 1.19385  0.03
N: 1.00115 1.61977 1.01734  0.17
C: 2.11817 1.85475 2.00844  0.00
N: 3.35041 2.15358 1.22551  0.03
H: -0.23534 3.08636 3.32439  0.00
H: -0.96129 1.54835 2.94592  0.00
H: -1.85640 3.06474 2.50299  0.00
H: -0.90930 2.05799 0.41749  0.00
H: 0.05728 3.51138 0.82608  -0.01
H: 1.39035 1.96063 0.10315  -0.03
H: 2.27513 1.01787 2.68961  -0.02
H: 2.06021 2.74167 2.68134  0.01
H: 3.12079 2.87384 0.54009  -0.01
H: 3.83003 1.31818 0.81560  -0.01
H: -1.33245 -3.08831 2.52098  0.02
H: -2.23807 -2.98293 1.16700  -0.01
O: -1.50363 -2.67317 1.69081  0.10
H: 0.93395 -1.74913 0.49068  0.03
H: 1.70767 -0.50137 0.60243  0.07
O: 1.76254 -1.40005 0.19228  0.12
H: 0.79283 1.03900 -2.74187  0.02
H: 0.39472 2.06202 -3.88068  -0.03
O: 0.27654 1.81608 -2.94867  0.08
H: -4.49495 -0.96406 -0.22302  -0.01
H: -3.42786 -1.06113 1.05270  -0.01
O: -4.36199 -1.01789 0.72095  0.08
H: 1.22802 -3.58365 -2.50934  0.12
H: 2.58500 -3.62391 -1.81807  -0.01
O: 1.75392 -3.11712 -1.83421  -0.13
H: -1.45650 -4.46285 -1.31777  0.03
H: -0.78457 -3.74361 -0.09510  0.16
O: -1.63345 -3.91091 -0.56272  -0.34
H: -1.74653 -2.10598 -0.86730  0.02
H: -1.68181 -0.54505 -1.50979  0.00
O: -1.78090 -1.13124 -0.70177  0.37
H: -2.85977 1.16598 -1.96961  -0.01
H: -1.30835 1.26852 -2.56420  -0.01
O: -2.20564 0.77164 -2.63390  -0.03
H: 3.12993 -0.08902 -1.95738  -0.04
H: 1.77407 -0.45667 -1.35652  0.06
O: 2.25946 0.26193 -1.78285  0.22

Its largest force on an atom is 2.7 eV/A. Its spin multiplicity is 2. The value obtained for the LUMO energy (spin up / spin down) is 2.82 / 2.74 eV. The orbital gap (spin up / spin down) comes out at 2.4332 / 9.1395 eV. As for the expectation value of S²: 0.75. The charge is -1.



[4]
Molecular formula: C3H28NO13
Method: DFT, ωB97M-V/def2-TZVPD

Each line ends with the natural charge from an NBO analysis.
Atoms and positions in Å:
C: 1.13114 -2.79351 0.17531  -0.24
N: 0.13233 -1.75769 0.38842  -0.70
C: 0.33874 -0.43983 0.86637  0.90
O: 1.48311 -0.05379 1.24148  -0.82
O: -0.71847 0.21595 0.99691  -0.83
C: 1.17482 -3.24089 -1.29515  -0.62
H: 2.05798 -2.21923 0.26068  0.20
H: 1.13510 -3.59275 0.91146  0.20
H: -0.67273 -1.81492 -0.21812  0.40
H: 0.21760 -3.50398 -1.75472  0.20
H: 1.87795 -4.06354 -1.44140  0.20
H: 1.57876 -2.40128 -1.86804  0.22
H: 1.12550 1.94651 -1.48407  0.51
H: -0.06698 0.97281 -1.18170  0.47
O: 0.42099 1.40493 -1.90663  -1.01
H: -2.60500 2.13968 -2.38669  0.49
H: -1.16153 2.68493 -2.43543  0.51
O: -2.03278 2.85295 -2.05181  -1.01
H: -2.74162 -0.08945 -3.04606  0.49
H: -1.90490 0.18333 -4.25044  0.48
O: -2.53026 0.63843 -3.66975  -0.96
H: 0.22406 -2.76265 3.40977  0.49
H: -0.63997 -2.55390 2.24041  0.48
O: -0.44296 -3.23751 2.89319  -0.98
H: -3.95376 -2.16448 -1.02915  0.47
H: -3.13331 -0.83730 -1.00455  0.50
O: -3.23919 -1.69139 -1.46962  -1.00
H: 2.84318 -0.60183 0.45914  0.49
H: 3.99664 -1.33219 0.98903  0.44
O: 3.83306 -0.68453 0.29891  -0.98
H: 2.06473 -1.56263 2.85601  0.48
H: 1.26616 -0.51389 3.41401  0.49
O: 1.56646 -1.39644 3.67095  -0.96
H: -1.34106 2.75545 0.18127  0.50
H: -0.92345 2.24057 1.59525  0.51
O: -1.02231 3.02752 1.05337  -1.00
H: 0.05267 4.36703 1.28889  0.51
H: 1.13409 4.11979 2.26926  0.46
O: 0.99717 4.63633 1.45471  -0.98
H: -2.11272 0.43643 0.14455  0.52
H: -3.10192 1.68926 -0.41425  0.50
O: -2.95777 0.76271 -0.25255  -1.05
H: 1.86041 3.40300 0.33419  0.51
H: 2.52470 2.00883 0.12159  0.49
O: 2.26534 2.82322 -0.35503  -1.00

Its largest force on an atom is 2.1 eV/A. The value obtained for the LUMO energy is 2.79 eV. The orbital gap comes out at 9.4997 eV. The charge is -1.